# 1
DFT (ωB97M-V with the def2-TZVPD basis set) results for 5 unconnected molecules or ions with the total composition C21H55NO21P4 in a non-equilibrium geometry.

```
102
Properties=species:S:1:pos:R:3:forces:R:3
N 3.278758 -0.050003 0.038992 -0.2450 0.1732 -0.5191
C 3.039045 -1.244934 -0.795066 0.6254 0.3784 1.0673
C 4.007059 -2.407911 -0.462886 -0.9372 -0.2063 -0.5707
C 4.882559 -2.776458 -1.657511 0.3079 0.0249 1.0332
C 6.017562 -1.817076 -1.892842 -0.1263 0.3044 -0.5824
O 6.049406 -0.674988 -1.514075 -0.0278 -0.1452 0.1239
O 3.215886 -3.577281 -0.231257 0.3422 0.3856 0.1570
C 2.690271 -3.636450 1.083247 -0.5049 -1.4405 -0.5990
C 1.270712 -4.257929 1.011550 0.0915 0.4593 0.5594
O 1.083482 -5.056929 -0.135719 -0.5585 -0.1919 0.3259
C 0.419097 -4.387467 -1.143920 0.9519 -0.1927 -0.8176
O -0.918153 -4.103596 -0.823743 0.3662 -0.1911 -0.2293
C -1.463001 -3.199360 -1.757192 -0.5915 1.1309 0.5221
C -1.714276 -1.841500 -1.046092 0.0740 -1.1867 0.2344
O -2.176446 -2.083140 0.274026 0.0530 0.4990 0.1282
H 2.623464 -0.029414 0.812187 0.0599 -0.1220 0.2123
H 2.977235 0.735777 -0.524872 0.2534 0.3068 0.0998
H 3.194083 -0.987976 -1.839213 -0.2739 0.1364 -0.1117
H 2.016550 -1.577487 -0.615472 -0.0583 -0.3672 -0.4271
H 4.601532 -2.183300 0.423139 0.1303 0.1883 -0.0223
H 4.238462 -2.878014 -2.530931 0.1819 -0.0409 -0.2673
H 5.332487 -3.746981 -1.442699 -0.0464 -0.1735 -0.2078
H 6.861615 -2.209069 -2.498253 -0.0403 -0.1039 0.0624
H 2.655146 -2.669546 1.581171 0.1126 0.0883 0.0663
H 3.301025 -4.362041 1.625350 0.2887 0.3691 0.3548
H 1.122417 -4.904622 1.874661 0.0635 -0.0601 0.0901
H 0.506619 -3.483886 1.097302 -0.1198 0.0341 -0.2995
H 0.473697 -5.024490 -2.032842 -0.1130 -0.2047 0.0443
H 0.994675 -3.485887 -1.391609 -0.3322 0.3440 0.1029
H -2.421070 -3.578887 -2.112772 0.0223 -0.2660 -0.1059
H -0.805438 -3.008486 -2.606111 -0.0036 -0.2639 -0.1913
H -2.449273 -1.246808 -1.587650 0.2375 0.2187 -0.2922
H -0.758603 -1.334367 -0.948146 -0.0580 0.3421 0.0471
H -3.037897 -2.498556 0.217920 -0.1653 -0.1415 0.0336
C 3.913753 3.156803 3.680444 0.2303 0.3872 -0.0192
O 2.879998 2.531268 4.440099 -1.7513 -0.7445 2.6636
P 1.316277 2.699029 3.923920 1.3864 1.3697 -6.7635
O 1.407886 1.822797 2.719332 -0.1074 -0.5817 0.7692
O 1.464884 4.282656 3.563717 -0.0579 -0.0877 0.6001
C 1.696789 5.226729 4.615130 -0.0512 0.0654 -0.1216
O -0.349688 2.857684 3.931119 0.9213 -0.2546 3.2529
C -1.180057 1.951054 4.666487 -0.1540 -0.2224 -0.1009
H 4.745688 2.455838 3.654610 -0.1055 -0.1033 0.0621
H 3.597181 3.380015 2.664832 -0.0619 -0.0690 0.0121
H 4.240594 4.067469 4.185057 -0.0351 0.0231 -0.0778
H 2.520511 5.874141 4.318002 -0.0096 0.0034 -0.0240
H 1.963677 4.737569 5.554034 0.0207 0.0216 0.0046
H 0.803515 5.833137 4.761761 -0.0307 -0.0552 0.0269
H -0.952170 2.000536 5.731018 -0.1161 -0.0230 0.0174
H -1.060530 0.928186 4.303383 0.0429 0.0371 -0.0243
H -2.206798 2.272995 4.510048 0.0129 0.0339 -0.0150
C -1.929029 -6.824650 -6.509907 -0.1987 -0.2528 -0.3284
O -1.097338 -7.176616 -5.408156 0.8979 -1.8788 2.5215
P 0.540068 -7.303791 -5.670240 0.4497 4.6902 -6.0115
O 0.795302 -5.837095 -5.825610 0.0284 -0.3378 0.8552
O 0.386210 -8.083330 -7.094959 -0.0653 -0.3828 0.5062
C -0.146052 -9.409996 -7.117037 0.0665 0.0533 -0.1115
O 2.162815 -7.752103 -5.601700 -1.5902 -2.1155 2.5957
C 2.768193 -7.820831 -4.295141 0.1677 0.2467 -0.0228
H -2.677331 -6.134071 -6.124463 0.0803 -0.0123 0.1388
H -1.368862 -6.344454 -7.307873 0.0624 0.0162 0.0581
H -2.438232 -7.713953 -6.886023 0.0367 0.0401 -0.0796
H -0.912973 -9.458678 -7.889032 0.0142 0.0040 -0.0146
H -0.599697 -9.687065 -6.162726 -0.0309 -0.0208 -0.0207
H 0.647593 -10.115869 -7.360955 0.0200 0.0083 0.0568
H 2.278049 -8.574939 -3.679248 0.0905 -0.0173 0.0367
H 2.720349 -6.848412 -3.800199 -0.0178 -0.0140 -0.0128
H 3.809549 -8.102359 -4.427303 -0.0151 0.0098 -0.1121
C -0.847276 6.546457 -0.273821 -0.0121 0.0714 0.2743
O 0.211875 6.143495 -1.147506 2.6648 -0.6653 -0.9471
P 0.136596 4.608560 -1.761105 -6.0128 -1.6703 0.7313
O -0.983207 4.742264 -2.727254 0.8806 0.1326 -0.2072
O -0.312489 3.895208 -0.391035 0.2099 0.2124 -0.0755
C 0.571436 3.898001 0.740002 -0.1187 -0.1993 -0.1470
O 0.876174 3.205164 -2.290193 2.3306 2.4851 0.4805
C 1.930260 3.346577 -3.264574 -0.1136 -0.0961 -0.2343
H -1.112319 7.564088 -0.556139 0.0790 -0.0299 -0.1181
H -1.719959 5.905049 -0.364552 0.0371 -0.0257 -0.0729
H -0.489809 6.555406 0.757555 -0.0263 -0.1039 -0.0234
H 0.003237 4.214526 1.608918 -0.0233 0.0159 0.0095
H 1.419868 4.575472 0.610718 -0.0555 0.0426 -0.0309
H 0.927799 2.886072 0.903835 0.0558 0.0404 -0.0014
H 2.760417 3.924057 -2.856747 0.0448 -0.0543 -0.0379
H 1.551947 3.826733 -4.169405 -0.0049 -0.0061 0.0248
H 2.288161 2.350807 -3.513479 -0.0809 -0.0346 0.0607
C -6.914653 7.233425 3.507822 0.0771 0.3144 -0.2582
O -7.066675 5.865661 3.886382 -0.3831 -3.0754 -0.1057
P -5.904105 5.187148 4.835517 3.2594 5.2126 2.7630
O -6.155107 5.847558 6.141540 -0.4910 -0.5539 -0.4016
O -4.638360 5.839003 4.026526 -0.3604 -0.6968 -0.3546
C -4.541129 5.550401 2.616646 -0.0020 0.0861 0.1594
O -4.982540 3.890277 5.368450 -2.4287 -1.1407 -2.4035
C -5.758252 2.699929 5.658089 0.0743 0.0589 0.2013
H -7.903878 7.683088 3.566576 -0.0306 -0.1273 0.0640
H -6.234074 7.766672 4.166223 0.0008 -0.0721 0.0603
H -6.567284 7.291169 2.475368 0.0404 0.0265 0.0627
H -4.361580 6.483974 2.085674 0.0691 0.0160 0.0556
H -5.475566 5.124436 2.246293 0.0796 -0.0072 -0.1231
H -3.724221 4.860687 2.406049 0.0256 -0.0234 0.2016
H -6.250947 2.346428 4.752015 0.0023 -0.1472 0.0606
H -6.501110 2.913549 6.429093 0.0256 -0.0055 -0.0033
H -5.082035 1.928023 6.015430 0.0966 0.0987 -0.0037
```
Forces are in eV/Å.

Computed properties:
Total energy   -3833.16442 hartree
Structure (SMILES)   NC[C@H](CC=O)OCCOCOCCO.COP(=O)(OC)OC.COP(=O)(OC)OC.COP(=O)(OC)OC.COP(=O)(OC)OC
2S+1   1
Molecular weight   781.55 g/mol
F_max   7.64 eV/A
Kohn-Sham gap   0.268 Ha
LUMO   -1.713 eV
HOMO energy   -9.00 eV
Total charge   0

Results of the Löwdin charge analysis, in e, for atoms 1 through 8: 0.02 -0.19 -0.33 -0.10 -0.25 0.06 -0.15 -0.16


# 2
DFT (ωB97M-V with the def2-TZVPD basis set) results for C6H9Cl in the gas phase in a non-equilibrium geometry.

```
16
Properties=species:S:1:pos:R:3:forces:R:3
C 0.659527 -1.541156 0.698055 0.4064 2.2195 -0.7149
C 0.472294 -0.610480 -1.738982 -0.1499 2.2275 3.0115
C 0.457885 -0.317991 -0.429644 -1.4214 -0.3436 1.4750
C -0.050397 -2.227178 1.874980 1.6052 0.2595 -0.7690
C -1.041622 1.827633 -0.065729 -1.3440 -1.4492 0.8770
C 0.326065 1.136523 0.087307 1.1053 -0.0659 0.9778
Cl -1.675121 -2.155301 2.167564 -0.8012 0.6041 -0.5096
H 0.945449 -2.442153 0.106852 0.3144 0.4390 0.5224
H 1.566630 -1.059795 1.203332 -0.7117 -1.4058 -0.4142
H 0.392696 -1.607633 -1.868164 0.0584 -3.0824 -1.5894
H 0.423302 0.146010 -2.485557 0.0447 0.2239 -0.6031
H -1.455216 1.738661 -1.095994 0.3720 -0.0372 0.6701
H -0.985265 2.908800 0.179201 -0.0726 -0.7622 0.0984
H -1.780049 1.252162 0.655437 1.1597 1.4702 -1.4150
H 0.671919 1.246219 1.183134 -0.5776 -0.4210 -1.5425
H 1.071905 1.705679 -0.471790 0.0124 0.1237 -0.0745
```
Forces are in eV/Å.

Computed properties:
Total energy   -694.01678 hartree
2S+1   1
Relative energy (zero: lowest compared OMol25 entry of this formula, charge and spin)   410.8 kJ/mol
Molecular weight   116.59 g/mol
F_max   3.75 eV/A
Kohn-Sham gap   0.297 Ha
LUMO   -0.318 eV
HOMO energy   -8.40 eV
Total charge   0

Results of the natural (NBO) charge analysis, in e, for atoms 1 through 8: -0.61 -0.43 0.06 0.00 -0.60 -0.46 0.08 0.26